113
Properties=species:S:1:pos:R:3:forces:R:3:lowdin_charge:R:1 method="wB97M-V/def2-TZVPD" orbital_gap_ev=6.96 total_charge=-1 lumo_ev=1.4022 homo_energy_ha=-0.2044 energy_ha=-5382.51241 relative_energy_kj_mol=53.1
Cd -1.605 -0.076 0.871 0.5 0.0 0.5 1.40
O -5.190 4.164 5.632 -0.1 -0.2 0.0 -0.05
C -5.565 3.019 5.307 -0.1 0.1 0.1 -0.68
O -6.588 2.369 5.598 0.2 0.2 0.0 -0.04
C -4.574 2.261 4.394 0.0 0.0 0.0 -0.08
C -4.823 0.968 3.982 0.0 -0.1 0.0 0.05
C -3.876 0.293 3.228 0.1 -0.2 0.0 -0.20
N -2.711 0.848 2.868 -0.3 -0.1 -0.1 0.07
C -2.471 2.107 3.254 0.1 0.0 0.0 -0.22
C -3.373 2.833 4.012 0.0 0.1 0.1 0.05
C -1.137 2.680 2.912 -0.1 -0.1 -0.1 -0.23
C -0.885 4.048 2.989 0.0 0.1 0.0 0.00
C 0.396 4.506 2.744 0.0 0.0 0.0 -0.05
C 1.394 3.596 2.423 0.0 0.1 0.0 -0.06
C 1.042 2.262 2.330 -0.1 0.0 0.0 -0.15
N -0.189 1.812 2.561 0.1 0.0 0.0 0.09
C -4.085 -1.141 2.851 0.2 0.1 0.0 -0.23
C -5.342 -1.729 2.882 -0.1 0.0 0.0 0.00
C -5.462 -3.064 2.541 -0.1 0.0 0.0 -0.05
C -4.331 -3.782 2.191 0.0 0.0 0.0 -0.06
C -3.119 -3.117 2.184 0.0 0.1 0.0 -0.15
N -2.996 -1.829 2.501 0.0 -0.1 -0.1 0.06
H -5.746 0.510 4.311 0.0 0.0 0.0 0.11
H -3.174 3.831 4.375 0.0 0.0 0.0 0.11
H -1.678 4.742 3.226 0.0 0.0 0.0 0.11
H 0.612 5.566 2.801 0.0 0.0 0.0 0.11
H 2.409 3.915 2.221 -0.1 0.0 0.0 0.08
H 1.773 1.516 2.030 0.0 0.0 0.0 0.09
H -6.214 -1.146 3.139 0.0 0.0 0.0 0.11
H -6.437 -3.535 2.533 0.0 0.0 0.0 0.11
H -4.387 -4.819 1.891 0.0 0.0 0.0 0.10
H -2.206 -3.626 1.888 0.0 0.1 0.0 0.11
C -3.859 0.864 -6.445 0.0 0.0 0.0 -0.05
C -3.648 0.141 -5.141 0.0 0.0 -0.1 -0.27
C -2.584 0.470 -4.310 0.0 0.0 0.0 -0.03
C -2.422 -0.140 -3.078 0.0 0.0 0.0 -0.07
C -3.338 -1.101 -2.676 0.0 0.0 -0.1 -0.29
C -4.397 -1.469 -3.498 0.1 0.1 0.0 -0.04
C -4.545 -0.842 -4.724 0.0 0.0 0.0 -0.04
S -3.219 -1.801 -1.061 -0.1 -0.1 0.0 0.54
O -3.818 -3.114 -1.119 0.0 -0.1 0.0 -0.31
O -3.823 -0.849 -0.143 0.1 -0.1 0.0 -0.37
N -1.659 -1.804 -0.693 0.0 -0.4 -0.3 -0.20
C -0.784 -2.606 -1.422 -0.1 0.3 0.3 -0.38
C -1.158 -3.482 -2.468 -0.1 0.0 0.0 -0.02
C -0.189 -4.211 -3.115 0.0 0.0 0.0 -0.07
C 1.146 -4.097 -2.737 0.1 0.0 0.0 -0.10
C 1.424 -3.225 -1.707 -0.2 0.0 0.0 -0.17
N 0.503 -2.490 -1.074 0.2 -0.2 0.0 0.07
H -2.937 1.331 -6.794 0.0 0.0 0.0 0.07
H -4.604 1.654 -6.321 0.0 0.0 0.0 0.09
H -4.220 0.188 -7.221 0.0 0.0 0.0 0.07
H -1.881 1.236 -4.621 0.0 0.0 0.0 0.11
H -1.605 0.140 -2.422 0.0 0.0 0.0 0.09
H -5.090 -2.232 -3.165 0.0 0.0 0.0 0.11
H -5.378 -1.110 -5.366 0.0 0.0 0.0 0.11
H -2.194 -3.603 -2.740 0.0 0.0 0.0 0.09
H -0.476 -4.880 -3.918 0.0 0.0 0.0 0.11
H 1.932 -4.665 -3.216 0.0 0.0 0.0 0.07
H 2.444 -3.101 -1.355 0.1 0.0 0.0 0.07
Cl 4.763 3.518 4.090 0.0 0.0 -0.1 0.69
C 4.751 2.767 2.524 0.1 0.0 0.1 -0.68
C 4.446 1.425 2.407 0.0 -0.1 0.0 -0.10
C 4.440 0.857 1.142 0.0 0.0 0.1 -0.01
C 4.725 1.588 -0.008 0.1 -0.1 0.0 -0.16
C 4.733 0.845 -1.328 0.0 0.0 0.1 -0.30
C 3.656 1.284 -2.320 -0.1 0.0 0.2 -0.07
N 2.361 1.394 -1.680 -0.1 0.2 -0.3 -0.07
C 1.699 2.578 -1.427 0.1 0.0 0.1 -0.05
C 0.568 2.241 -0.748 0.1 -0.2 0.0 -0.16
N 0.520 0.871 -0.582 -0.1 0.1 0.0 0.03
C 1.600 0.402 -1.165 0.1 -0.1 0.2 -0.17
O 5.977 0.962 -1.991 0.0 0.1 -0.1 -0.10
C 6.787 -0.206 -1.937 0.1 0.0 0.0 -0.15
C 6.160 -1.359 -2.656 0.0 0.2 -0.3 -0.33
C 5.588 -2.441 -2.067 0.3 -0.1 0.2 -0.96
Cl 5.559 -2.809 -0.391 0.1 0.1 -0.7 0.73
S 4.862 -3.511 -3.190 0.0 -0.1 0.0 1.00
C 5.326 -2.511 -4.499 0.0 0.1 -0.1 -0.40
C 6.000 -1.410 -4.078 0.0 0.0 0.0 -0.14
C 5.018 2.941 0.156 -0.1 0.0 0.0 -0.56
Cl 5.346 3.982 -1.202 0.0 -0.1 0.0 0.74
C 5.034 3.533 1.408 0.0 0.1 0.0 -0.14
H 4.215 0.837 3.285 0.0 0.0 0.0 0.11
H 4.201 -0.198 1.040 0.1 0.0 0.0 0.10
H 4.540 -0.203 -1.072 0.0 0.0 -0.1 0.11
H 3.639 0.572 -3.146 -0.1 -0.1 0.0 0.14
H 3.903 2.260 -2.723 0.1 0.0 -0.1 0.10
H 2.100 3.531 -1.738 0.0 -0.1 0.0 0.11
H -0.215 2.879 -0.372 0.0 -0.1 0.0 0.08
H 1.864 -0.645 -1.232 -0.1 0.2 0.0 0.10
H 7.011 -0.475 -0.902 0.0 0.0 0.1 0.11
H 7.717 0.081 -2.424 0.1 0.0 0.0 0.13
H 5.069 -2.793 -5.510 0.0 0.0 0.1 0.07
H 6.380 -0.643 -4.742 0.0 -0.1 0.0 0.12
H 5.257 4.587 1.506 0.0 0.0 0.0 0.11
N 4.258 -3.376 1.741 -0.4 -0.1 0.8 0.06
C 3.278 -2.952 2.166 -0.3 0.0 0.2 -0.16
C 2.056 -2.405 2.713 0.4 -0.1 -0.1 -0.20
C 1.754 -2.510 4.064 0.0 0.0 0.2 -0.01
C 0.597 -1.909 4.526 0.1 0.0 0.0 -0.03
C -0.211 -1.232 3.626 0.1 0.1 -0.1 -0.13
N 0.063 -1.167 2.322 0.0 -0.1 -0.1 0.03
C 1.177 -1.735 1.873 -0.2 0.2 -0.2 -0.09
H 2.418 -3.044 4.731 0.0 0.0 0.0 0.12
H 0.324 -1.949 5.572 0.0 0.0 0.0 0.11
H -1.100 -0.703 3.945 -0.1 -0.1 0.0 0.09
H 1.354 -1.675 0.804 -0.1 0.0 0.0 0.07
N -6.196 3.283 -2.103 0.2 -0.1 0.0 0.07
C -5.107 2.938 -1.898 0.0 -0.1 0.4 -0.41
N -3.846 2.599 -1.774 0.2 0.1 -0.6 0.07
C -3.133 2.147 -0.835 -0.5 0.2 0.3 -0.38
N -2.372 1.777 -0.020 0.0 0.2 -0.2 0.02



104
Properties=species:S:1:pos:R:3:forces:R:3:lowdin_charge:R:1 method="wB97M-V/def2-TZVPD" orbital_gap_ev=6.99 lumo_ev=0.0246 homo_energy_ha=-0.2558 energy_ha=-5138.44025 relative_energy_kj_mol=0.0
Pb 3.243 0.177 -0.667 0.1 0.0 -0.3 1.44
O 2.317 -0.708 3.991 0.0 0.0 0.1 0.04
C 3.337 -1.554 4.255 -0.1 0.0 0.0 -0.28
C 3.524 -1.944 5.582 0.0 0.0 0.0 -0.02
C 4.534 -2.823 5.916 0.0 0.0 0.0 -0.09
C 5.380 -3.330 4.931 0.0 0.0 0.0 -0.10
C 5.191 -2.948 3.617 0.0 0.0 0.0 -0.04
C 4.173 -2.065 3.252 0.0 0.0 0.0 -0.09
C 3.956 -1.711 1.822 0.0 0.0 0.0 -0.47
O 3.018 -0.848 1.552 0.0 0.0 0.0 -0.28
N 4.698 -2.317 0.944 0.0 0.0 0.0 0.07
N 4.413 -1.933 -0.366 0.0 -0.1 0.1 -0.09
C 4.819 -2.776 -1.243 0.0 0.0 0.0 -0.09
C 4.630 -2.718 -2.674 0.0 0.0 0.0 -0.15
C 5.086 -3.830 -3.403 0.0 0.0 0.0 -0.07
C 4.931 -3.932 -4.765 0.0 0.0 0.0 -0.11
C 4.297 -2.883 -5.441 0.0 0.0 0.0 -0.10
C 3.845 -1.777 -4.761 0.0 0.0 0.0 -0.03
C 3.998 -1.644 -3.358 -0.1 0.0 0.0 -0.37
O 3.568 -0.565 -2.781 0.1 0.0 -0.1 -0.30
H 2.364 -0.538 3.017 0.0 0.0 0.0 0.05
H 2.860 -1.534 6.332 0.0 0.0 0.0 0.11
H 4.669 -3.113 6.951 0.0 0.0 0.0 0.10
H 6.176 -4.015 5.191 0.0 0.0 0.0 0.09
H 5.824 -3.334 2.830 0.0 0.0 0.0 0.11
H 5.332 -3.659 -0.857 0.0 0.0 0.0 0.12
H 5.573 -4.630 -2.854 0.0 0.0 0.0 0.11
H 5.292 -4.799 -5.301 0.0 0.0 0.0 0.09
H 4.166 -2.937 -6.515 0.0 0.0 0.0 0.10
H 3.371 -0.955 -5.283 0.0 0.0 0.0 0.11
C -9.982 5.928 -0.665 0.0 0.0 0.0 -0.08
O -8.849 6.568 -0.108 0.0 0.0 0.0 -0.08
C -7.639 5.990 -0.305 0.0 0.0 0.0 -0.28
C -7.437 4.813 -1.017 0.0 0.0 0.0 -0.02
C -6.148 4.312 -1.155 0.0 0.0 0.0 -0.03
C -5.057 4.965 -0.601 0.0 0.0 0.0 -0.16
C -5.277 6.144 0.116 0.0 0.0 0.0 -0.01
C -6.548 6.650 0.263 0.0 0.0 0.0 0.01
C -3.690 4.456 -0.737 0.0 0.0 0.0 -0.27
N -2.664 4.843 -0.017 0.0 0.0 0.0 0.19
C -1.599 4.112 -0.485 0.0 0.0 0.0 -0.17
C -1.987 3.274 -1.499 0.0 0.0 0.0 -0.13
N -3.334 3.501 -1.652 0.0 0.0 0.0 0.18
C -1.096 2.393 -2.184 0.1 0.0 0.0 -0.08
C -1.462 1.533 -3.228 0.0 0.0 0.0 0.00
C -0.508 0.731 -3.797 0.0 0.0 0.0 -0.05
C 0.800 0.787 -3.302 0.0 0.0 -0.1 -0.13
N 1.166 1.591 -2.325 0.0 0.0 0.1 0.09
C 0.249 2.398 -1.765 0.0 -0.1 0.1 -0.15
C 0.677 3.266 -0.655 0.0 0.0 0.0 -0.17
N 1.956 3.171 -0.250 0.0 0.1 0.0 0.09
C 2.355 3.930 0.749 0.0 0.0 0.0 -0.13
C 1.524 4.842 1.411 0.0 0.0 0.0 -0.05
C 0.213 4.938 1.021 0.0 0.0 0.0 -0.01
C -0.241 4.129 -0.028 0.0 0.0 -0.1 -0.10
H -10.837 6.541 -0.397 0.0 0.0 0.0 0.09
H -10.114 4.924 -0.252 0.0 0.0 0.0 0.10
H -9.908 5.867 -1.754 0.0 0.0 0.0 0.10
H -8.264 4.276 -1.457 0.0 0.0 0.0 0.10
H -6.021 3.378 -1.690 0.0 0.0 0.0 0.11
H -4.428 6.652 0.553 0.0 0.0 0.0 0.11
H -6.728 7.564 0.814 0.0 0.0 0.0 0.12
H -3.938 3.098 -2.346 0.0 0.0 0.0 0.15
H -2.488 1.498 -3.576 0.0 0.0 0.0 0.11
H -0.752 0.053 -4.604 0.0 0.0 0.0 0.11
H 1.581 0.150 -3.701 0.0 0.0 0.0 0.09
H 3.390 3.818 1.054 0.0 0.0 0.0 0.11
H 1.918 5.445 2.217 0.0 0.0 0.0 0.11
H -0.482 5.612 1.505 0.0 0.0 0.0 0.12
O 1.307 -1.059 -0.934 0.0 0.0 0.1 -0.59
As 0.454 -1.919 0.212 0.0 0.0 0.0 1.25
C -1.093 -2.541 -0.741 0.0 0.0 -0.1 -0.28
C -1.040 -2.501 -2.130 0.0 0.0 0.0 -0.09
C -2.120 -2.964 -2.869 0.0 0.0 0.0 -0.08
C -3.244 -3.459 -2.224 0.0 0.0 0.0 -0.08
C -3.293 -3.496 -0.836 0.0 0.0 0.0 -0.08
C -2.216 -3.040 -0.093 0.0 0.0 0.0 -0.08
C 1.372 -3.477 0.836 0.0 0.1 0.0 -0.29
C 1.894 -4.320 -0.140 0.0 0.0 0.0 -0.09
C 2.599 -5.447 0.247 0.0 0.0 0.0 -0.07
C 2.772 -5.731 1.595 0.0 0.0 0.0 -0.06
C 2.249 -4.886 2.563 0.0 0.0 0.0 -0.06
C 1.546 -3.751 2.185 0.1 0.0 0.0 -0.09
C -0.145 -0.780 1.627 0.0 0.0 0.0 -0.29
C 0.066 0.583 1.453 0.0 0.0 0.0 -0.08
C -0.364 1.477 2.420 0.0 0.0 0.0 -0.04
C -1.005 1.007 3.558 0.0 0.0 0.0 -0.06
C -1.225 -0.353 3.726 0.0 0.0 0.0 -0.07
C -0.798 -1.252 2.760 0.0 0.0 0.0 -0.11
H -0.158 -2.102 -2.616 0.0 0.0 0.0 0.09
H -2.080 -2.940 -3.951 0.0 0.0 0.0 0.10
H -4.084 -3.820 -2.803 0.0 0.0 0.0 0.10
H -4.170 -3.882 -0.333 0.0 0.0 0.0 0.10
H -2.262 -3.070 0.989 0.0 0.0 0.0 0.10
H 1.780 -4.082 -1.192 0.0 0.0 0.0 0.11
H 3.025 -6.099 -0.506 0.0 0.0 0.0 0.11
H 3.335 -6.606 1.893 0.0 0.0 0.0 0.11
H 2.418 -5.085 3.613 0.0 0.0 0.0 0.11
H 1.191 -3.060 2.939 0.0 0.0 0.0 0.10
H 0.562 0.942 0.560 0.0 0.0 0.0 0.07
H -0.192 2.538 2.285 0.0 0.0 0.0 0.10
H -1.332 1.703 4.319 0.0 0.0 0.0 0.11
H -1.719 -0.717 4.617 0.0 0.0 0.0 0.11
H -0.964 -2.312 2.906 0.0 0.0 0.0 0.10



98
Properties=species:S:1:pos:R:3:forces:R:3:lowdin_charge:R:1 method="wB97M-V/def2-TZVPD" orbital_gap_ev=5.72 total_charge=+2 lumo_ev=-7.0633 homo_energy_ha=-0.4698 energy_ha=-2567.67474 relative_energy_kj_mol=0.0
Sn -0.194 -1.323 -0.906 -0.1 0.0 0.0 1.43
C -5.347 5.674 2.381 0.0 0.0 0.0 -0.06
C -5.887 4.848 1.405 0.0 0.0 0.0 -0.06
C -5.174 3.749 0.953 0.0 0.0 0.0 -0.02
C -3.910 3.472 1.472 0.0 0.0 0.0 -0.17
C -3.374 4.304 2.453 0.0 0.0 0.0 -0.04
C -4.091 5.399 2.906 0.0 0.0 0.0 -0.06
C -3.140 2.327 0.952 0.0 0.0 0.0 -0.05
C -2.412 1.424 1.807 0.0 0.0 0.0 -0.10
C -2.653 1.243 3.196 0.0 0.0 0.0 0.06
C -1.861 0.234 3.602 0.0 0.0 0.0 0.05
C -1.050 -0.236 2.493 0.0 0.0 0.0 -0.09
N -1.430 0.593 1.377 0.0 0.0 0.0 0.10
C -0.170 -1.267 2.714 0.0 0.0 0.0 -0.01
C 0.956 -1.729 1.902 0.0 0.0 0.0 -0.29
C 1.555 -3.056 1.950 0.0 0.0 0.0 0.03
C 2.555 -3.052 1.041 0.0 0.0 0.0 0.03
C 2.550 -1.739 0.424 0.0 0.0 0.0 -0.23
C 3.239 -1.254 -0.660 0.0 0.0 0.0 -0.02
C 4.403 -1.843 -1.295 0.0 0.0 0.0 -0.17
C 5.318 -2.628 -0.583 0.0 0.0 0.0 -0.01
C 6.406 -3.182 -1.232 0.0 0.0 0.0 -0.04
C 6.597 -2.958 -2.590 0.0 0.0 0.0 -0.04
C 5.707 -2.163 -3.302 0.0 0.0 0.0 -0.05
C 4.622 -1.599 -2.656 0.0 0.0 0.0 -0.02
C 2.703 0.039 -1.124 0.0 0.0 0.0 -0.20
N 1.413 0.167 -1.224 0.0 0.0 0.0 -0.02
C 1.114 1.515 -0.946 0.0 0.0 0.0 -0.22
C -0.017 1.783 -0.261 0.0 0.0 0.0 -0.03
C -0.133 3.117 0.392 0.0 0.0 0.0 -0.20
C 0.290 3.256 1.713 0.0 0.0 0.0 -0.03
C 0.284 4.506 2.316 0.0 0.0 0.0 -0.07
C -0.154 5.618 1.609 0.0 0.0 0.0 -0.07
C -0.584 5.478 0.297 0.0 0.0 0.0 -0.05
C -0.567 4.234 -0.316 0.0 0.0 0.0 -0.02
C -1.022 0.639 -0.064 0.0 0.0 0.0 -0.35
C -2.482 1.379 -2.088 0.0 0.0 0.0 0.00
C -3.321 2.366 -1.716 0.0 0.0 0.0 0.07
C -3.072 1.975 -0.335 0.0 0.0 0.0 -0.15
N -2.302 0.831 -0.759 0.0 0.0 0.0 -0.01
C 2.372 2.251 -0.966 0.0 0.0 0.0 0.07
C 3.359 1.335 -1.079 0.0 0.0 0.0 0.06
N 1.546 -0.953 1.033 0.0 0.0 0.0 0.09
C -0.339 -2.059 3.960 0.0 0.0 0.0 -0.23
C -1.540 -2.720 4.219 0.0 0.0 0.0 -0.03
C -1.676 -3.495 5.361 0.0 0.0 0.0 -0.05
C -0.621 -3.602 6.256 0.0 0.0 0.0 -0.05
C 0.578 -2.947 6.001 0.0 0.0 0.0 -0.05
C 0.726 -2.192 4.851 0.0 0.0 0.0 -0.03
H -5.907 6.528 2.737 0.0 0.0 0.0 0.11
H -6.870 5.053 1.003 0.0 0.0 0.0 0.11
H -5.607 3.088 0.213 0.0 0.0 0.0 0.12
H -2.383 4.107 2.844 0.0 0.0 0.0 0.10
H -3.668 6.043 3.665 0.0 0.0 0.0 0.11
H -3.364 1.812 3.771 0.0 0.0 0.0 0.14
H -1.778 -0.160 4.600 0.0 0.0 0.0 0.14
H 1.231 -3.876 2.570 0.0 0.0 0.0 0.13
H 3.186 -3.879 0.759 0.0 0.0 0.0 0.12
H 5.201 -2.760 0.484 0.0 0.0 0.0 0.12
H 7.119 -3.776 -0.677 0.0 0.0 0.0 0.12
H 7.452 -3.390 -3.092 0.0 0.0 0.0 0.12
H 5.869 -1.977 -4.355 0.0 0.0 0.0 0.12
H 3.924 -0.978 -3.208 0.0 0.0 0.0 0.12
H 0.659 2.392 2.254 0.0 0.0 0.0 0.12
H 0.633 4.613 3.334 0.0 0.0 0.0 0.12
H -0.156 6.592 2.079 0.0 0.0 0.0 0.12
H -0.924 6.343 -0.257 0.0 0.0 0.0 0.12
H -0.893 4.129 -1.343 0.0 0.0 0.0 0.12
H -2.084 0.989 -3.009 0.0 0.0 0.0 0.10
H -3.951 3.081 -2.212 0.0 0.0 0.0 0.12
H 2.469 3.314 -0.813 0.0 0.0 0.0 0.13
H 4.424 1.492 -1.035 0.0 0.0 0.0 0.13
H -2.358 -2.640 3.514 0.0 0.0 0.0 0.13
H -2.606 -4.012 5.552 0.0 0.0 0.0 0.12
H -0.730 -4.200 7.150 0.0 0.0 0.0 0.12
H 1.399 -3.027 6.702 0.0 0.0 0.0 0.12
H 1.663 -1.683 4.653 0.0 0.0 0.0 0.13
O 1.530 -3.190 -2.623 0.0 0.0 0.0 -0.14
C 0.729 -4.375 -2.537 0.0 0.0 0.0 -0.26
C -0.381 -4.422 -3.574 0.0 0.0 0.0 -0.16
C -1.346 -3.227 -3.523 0.0 0.0 0.0 -0.15
C -0.770 -1.967 -4.115 0.0 0.0 0.0 -0.27
C -0.579 -1.919 -5.496 0.0 0.0 0.0 0.00
C -0.043 -0.796 -6.087 0.0 0.0 0.0 -0.02
C 0.294 0.284 -5.279 0.0 0.0 0.0 -0.03
C 0.071 0.175 -3.927 0.0 0.0 0.0 -0.15
N -0.451 -0.918 -3.339 0.0 0.0 0.0 -0.01
H 2.145 -3.283 -3.359 0.0 0.0 0.0 0.10
H 0.299 -4.365 -1.533 0.0 0.0 0.0 0.09
H 1.359 -5.263 -2.616 0.0 0.0 0.0 0.13
H -0.949 -5.340 -3.409 0.0 0.0 0.0 0.13
H 0.050 -4.505 -4.576 0.0 0.0 0.0 0.12
H -1.686 -3.063 -2.501 0.0 0.0 0.0 0.06
H -2.236 -3.476 -4.104 0.0 0.0 0.0 0.13
H -0.869 -2.773 -6.094 0.0 0.0 0.0 0.13
H 0.102 -0.753 -7.159 0.0 0.0 0.0 0.12
H 0.709 1.194 -5.688 0.0 0.0 0.0 0.12
H 0.305 1.006 -3.275 0.0 0.0 0.0 0.10